Record 1
86
Properties=species:S:1:pos:R:3:forces:R:3:lowdin_spin:R:1 method="wB97M-V/def2-TZVPD" homo_lumo_gap_ev="6.0 / 4.8" charge=+2 lumo_ev="-6.614 / -9.301" multiplicity=5
Pt -0.2269 0.7272 -2.3718 0.4 -0.2 2.8 1.005
C -2.3789 0.6776 -5.1416 -3.4 0.0 -0.8 0.601
C -1.6762 -0.5845 -4.9157 -1.4 -1.8 -3.6 0.111
C -0.5514 -0.8010 -6.0343 -0.4 0.0 0.3 0.008
C 0.6864 0.0986 -5.9503 -0.1 -0.8 -0.1 0.008
C 0.7417 0.9723 -4.7521 1.5 2.2 0.1 0.047
C -0.0750 1.9332 -4.1440 1.1 1.3 -2.6 0.105
C -1.0370 2.7295 -5.0550 -0.5 -0.4 0.6 0.056
C -1.9090 1.8106 -5.9345 -0.2 0.9 -0.2 0.094
C 1.3127 0.7029 -0.5045 1.2 -0.1 0.8 0.145
H -3.5147 0.6009 -5.1259 1.6 0.1 0.2 0.014
H -2.4322 -1.3738 -5.2663 0.6 0.7 0.2 0.028
H -1.0403 -0.5699 -6.9948 -0.1 -0.4 0.5 0.001
H -0.2107 -1.8417 -6.0740 -0.3 0.2 0.1 0.002
H 1.5964 -0.5465 -5.9041 -0.6 0.4 0.1 0.000
H 0.8698 0.6735 -6.8884 -0.4 0.0 0.6 0.003
H 1.8311 1.1203 -4.6590 -0.9 -0.1 1.2 0.002
H 0.3332 2.5955 -3.3284 0.5 -0.2 -0.9 0.018
H -0.4058 3.3539 -5.7198 -0.2 -0.1 0.7 0.007
H -1.6872 3.3600 -4.4088 0.5 -0.2 -0.6 0.000
H -2.8030 2.3761 -6.2385 0.4 0.0 0.0 0.001
H -1.4271 1.5172 -6.8827 0.2 0.1 0.4 0.023
H 0.9351 1.6318 -0.0519 -0.1 -0.3 -0.7 0.009
H 2.4149 0.7870 -0.5243 -0.6 0.0 -0.1 0.016
H 1.0595 -0.1447 0.1267 -0.2 -0.2 -0.5 0.005
P -1.6420 -1.0284 -3.2007 2.3 -1.7 2.1 0.341
P 2.0486 -0.2554 -2.5395 -0.1 0.1 1.1 0.048
C -0.0372 -2.0635 -3.4868 1.6 -0.1 0.2 0.144
C 1.2705 -1.6801 -3.4365 -0.4 -0.7 -0.7 0.023
C -2.5702 -2.5604 -2.5628 -0.1 -1.1 0.2 0.085
C -3.0910 -3.4849 -3.4849 -0.3 0.7 -0.3 0.012
C -3.9992 -4.4754 -3.0722 0.2 0.1 -0.1 0.008
C -4.2886 -4.6614 -1.7172 0.1 0.3 -0.2 -0.002
C -3.5879 -3.9026 -0.7760 0.0 -0.2 -0.4 0.004
C -2.7118 -2.9002 -1.2040 0.0 0.7 0.5 0.007
C -3.2601 0.1997 -2.6498 -1.8 0.3 0.6 0.406
C -2.9547 1.5410 -2.5782 0.5 1.1 -0.3 0.141
C -3.9222 2.5586 -2.5740 -0.1 -0.9 0.1 0.044
C -5.2656 2.1601 -2.4927 0.4 0.2 -0.1 0.029
C -5.5846 0.8021 -2.4268 0.2 -0.3 -0.1 0.039
C -4.5910 -0.1965 -2.4597 0.2 0.1 0.0 0.055
C 3.2845 -1.2364 -1.6617 -0.1 0.0 0.5 0.007
C 2.9108 -2.4138 -0.9818 0.2 0.0 -0.2 0.003
C 3.8911 -3.1684 -0.3393 0.1 0.1 0.0 0.000
C 5.2371 -2.7610 -0.3702 -0.4 0.2 0.0 0.003
C 5.5872 -1.5784 -1.0297 0.4 -0.3 0.2 0.001
C 4.6230 -0.8084 -1.6612 -0.2 0.1 0.0 0.004
C 3.0383 1.3247 -2.9374 0.0 0.1 -1.2 0.008
C 2.6696 2.5478 -2.3428 -0.1 -0.3 -0.4 0.009
C 3.1346 3.7643 -2.8498 0.4 -0.3 -0.6 0.001
C 3.8805 3.7829 -4.0441 -0.1 0.1 0.6 0.002
C 4.3178 2.5778 -4.6132 -0.1 -0.2 0.3 0.001
C 3.9510 1.3531 -4.0350 -0.5 0.2 0.0 0.002
H -0.2474 -3.1175 -3.7466 0.3 0.5 -0.2 0.008
H 2.0555 -2.3591 -3.8160 -0.5 0.2 0.4 0.003
H -2.8026 -3.4055 -4.5393 -0.5 0.0 0.2 0.002
H -4.4896 -5.0888 -3.8336 0.3 0.1 0.3 0.001
H -5.0263 -5.4012 -1.4012 0.3 0.2 -0.1 0.000
H -3.7198 -4.0838 0.2979 0.2 0.1 -0.5 0.001
H -2.1351 -2.4001 -0.4255 -0.4 0.1 -0.5 0.001
H -1.8885 1.8756 -2.5227 -1.1 0.2 -0.2 0.032
H -3.6197 3.6082 -2.5699 -0.1 -0.4 0.1 0.003
H -6.0425 2.9303 -2.4363 0.2 -0.4 0.0 0.003
H -6.6252 0.4922 -2.3442 0.2 0.1 0.0 0.004
H -4.8640 -1.2403 -2.3476 0.0 0.1 -0.1 0.003
H 1.8595 -2.7243 -0.9686 0.4 0.1 0.1 0.000
H 3.6060 -4.0762 0.1948 0.1 0.3 -0.2 0.000
H 5.9973 -3.3491 0.1532 -0.3 0.2 -0.3 0.000
H 6.6315 -1.2467 -1.0447 -0.5 -0.2 0.0 0.000
H 4.9128 0.1223 -2.1532 0.0 -0.5 0.3 0.000
H 1.9527 2.5814 -1.5244 0.4 0.1 -0.2 0.004
H 2.8828 4.6761 -2.3059 0.0 -0.2 -0.4 0.000
H 4.1369 4.7432 -4.5127 0.0 -0.5 0.3 0.000
H 4.9459 2.6020 -5.5136 -0.3 -0.1 0.5 0.000
H 4.2907 0.4207 -4.5024 -0.1 0.3 0.2 0.000
O -1.8131 3.1534 -0.4942 0.5 -1.2 0.1 0.009
C -1.8287 2.0523 0.0376 -0.6 1.1 0.5 0.015
C -2.4423 1.7605 1.4143 -0.2 0.8 -0.4 0.009
C -2.1160 0.3240 1.6818 0.2 -0.6 -0.1 0.006
C -1.3848 -0.1388 0.4332 0.9 -1.2 0.7 0.007
O -0.8363 -1.2464 0.3244 -0.6 1.6 -0.2 0.005
N -1.3234 0.8745 -0.4866 0.3 -0.2 0.0 0.149
H -2.0081 2.4423 2.1497 -0.1 0.0 -0.2 0.001
H -3.5243 1.9493 1.3716 0.3 0.1 0.0 0.000
H -1.4612 0.1911 2.5506 -0.2 -0.2 -0.2 0.000
H -2.9991 -0.3007 1.8069 0.0 -0.1 0.1 0.000

=====

Record 2
32
Properties=species:S:1:pos:R:3:forces:R:3:nbo_charge:R:1 method="wB97M-V/def2-TZVPD" homo_lumo_gap_ev=9.2 lumo_ev=0.379 smiles="C=C(S)C(=O)C[C@H]1CCC(=C)C1(C)C"
C -0.8671 -3.8991 -0.1652 1.9 -2.1 -2.5 -0.390
C -0.5422 -2.9966 0.7219 0.5 1.8 0.2 -0.271
S -1.2592 -2.9917 2.3015 0.4 0.4 1.1 0.042
C 0.4385 -1.9111 0.3412 0.1 0.7 1.0 0.564
O 1.2280 -1.4822 1.1764 -0.8 -0.6 -0.9 -0.545
C 0.3720 -1.3408 -1.0460 1.5 2.8 -0.3 -0.530
C -0.2889 0.1781 -1.1787 -1.9 -2.1 0.8 -0.153
C -1.6772 0.2644 -0.4251 0.7 0.4 1.6 -0.427
C -1.2733 0.6326 1.0232 3.3 -2.3 -1.2 -0.445
C 0.0182 1.4098 0.9095 0.5 0.4 1.3 0.068
C 0.7372 1.9354 1.9178 -4.7 -1.9 1.3 -0.410
C 0.4962 1.3992 -0.4989 0.7 -0.5 -1.9 -0.123
C 2.0299 1.2793 -0.6838 -0.7 1.8 -1.6 -0.608
C 0.0646 2.6965 -1.2414 -1.2 1.2 1.8 -0.593
H -1.2115 -4.8652 0.1938 -0.7 0.2 -0.4 0.217
H -0.3120 -3.9036 -1.1911 -1.4 0.0 1.9 0.209
H -0.3778 -2.1311 2.9193 -0.4 -0.6 -0.6 0.168
H 0.0493 -2.0053 -1.8420 -0.5 0.1 0.2 0.229
H 1.4073 -1.0217 -1.2969 -0.3 -0.9 0.1 0.242
H -0.5320 0.1724 -2.2622 0.8 0.8 0.5 0.227
H -2.3456 -0.5972 -0.2789 0.4 -0.1 -1.0 0.224
H -2.2696 1.1303 -0.7073 -0.1 -0.1 -0.8 0.205
H -2.0386 1.0636 1.5335 -2.0 1.4 1.7 0.217
H -0.9378 -0.2996 1.5442 -0.8 0.7 -0.1 0.215
H 1.5455 2.5087 1.7592 3.0 1.6 -0.5 0.189
H 0.3074 1.9007 2.9719 0.7 0.1 -1.5 0.194
H 2.6447 2.2120 -0.6310 -1.1 -0.2 -0.4 0.214
H 2.1753 0.8114 -1.6507 0.3 0.4 -0.5 0.201
H 2.5637 0.6918 -0.0501 0.8 -2.2 2.4 0.226
H 0.8184 3.0279 -1.9230 0.5 0.1 -0.5 0.215
H -0.0747 3.5426 -0.4536 0.2 -1.4 -1.4 0.220
H -0.8887 2.5885 -1.7876 0.4 0.1 0.3 0.208

=====

Record 3
21
Properties=species:S:1:pos:R:3:forces:R:3:nbo_charge:R:1 method="wB97M-V/def2-TZVPD" homo_lumo_gap_ev=9.1 lumo_ev=-0.387
C -0.5178 0.0268 0.9906 1.6 2.6 0.1 -0.240
C -0.0692 0.4283 -1.3396 -2.4 -2.2 -1.5 -0.230
C 0.1647 1.2391 1.2679 -0.7 0.8 2.9 -0.128
C 0.5437 1.6021 -1.0831 1.8 3.3 -1.0 -0.170
C -0.6885 -0.3071 -0.2949 -0.5 -1.1 -1.1 0.037
C 0.5579 2.0860 0.2472 0.8 -1.6 -0.2 -0.399
C -1.4419 -1.5871 -0.6698 2.4 -0.2 -1.8 -0.644
N 2.2882 2.9643 1.9835 0.7 -0.4 0.6 -0.588
O 0.6208 4.5286 1.1841 -0.2 0.2 0.2 -0.915
O 2.2919 3.9079 -0.5164 -0.1 -0.5 0.7 -0.905
O 3.3112 1.9753 1.8030 -0.9 1.1 -2.9 -0.551
S 1.4726 3.5401 0.6092 0.0 -0.3 -0.8 2.286
I 3.1156 4.5126 2.9885 0.4 0.9 0.6 0.340
H -0.8557 -0.6431 1.7031 -0.6 -0.8 1.7 0.216
H -0.3578 -0.0698 -2.3420 1.3 1.5 1.2 0.223
H 0.3126 1.6095 2.3786 -0.4 -1.0 -2.5 0.245
H 1.1081 2.3468 -1.8160 -1.5 -2.1 1.1 0.265
H -2.1186 -2.1363 0.0144 0.7 0.7 -0.1 0.236
H -1.9749 -1.2673 -1.5819 -0.1 -0.8 0.3 0.221
H -0.5097 -2.2394 -1.0159 -2.4 0.6 0.6 0.228
H 3.4598 1.6515 2.6630 0.0 -0.7 1.9 0.471

=====

Record 4
45
Properties=species:S:1:pos:R:3:forces:R:3:nbo_charge:R:1 method="wB97M-V/def2-TZVPD" homo_lumo_gap_ev="6.6 / 7.5" charge=+2 lumo_ev="-9.317 / -8.495" multiplicity=3
H -0.1039 -2.0279 2.7288 0.0 -0.2 -0.4 0.249
N 0.1641 -1.7088 0.6176 -0.4 -1.0 -0.2 -0.362
B 0.6074 -2.0354 -1.8643 0.0 -0.1 0.0 0.519
N 0.1776 -2.5790 -0.4806 0.2 0.5 1.4 -0.311
C -0.0344 -3.8289 -0.0362 0.1 0.6 0.1 0.087
Mo 0.5237 0.3189 0.3258 -2.6 -1.9 -2.6 1.586
H -0.0542 -4.6681 -0.7230 0.0 0.2 0.1 0.263
C -0.1971 -3.8005 1.3482 0.0 0.2 0.3 -0.304
H -0.3695 -4.6374 2.0120 0.0 0.1 -0.2 0.277
C -0.0708 -2.4704 1.7353 0.2 0.0 -1.2 0.029
H 0.5934 -2.9068 -2.6771 0.1 0.1 0.0 0.020
C 1.4535 2.7443 0.8603 0.5 0.2 -0.1 -0.751
H 1.4542 3.1586 1.8751 -0.1 -0.4 -0.2 0.287
H 0.6007 3.1439 0.3047 0.0 -0.3 0.0 0.258
H 2.3739 3.0434 0.3544 -0.1 -0.2 0.0 0.275
N 2.0185 -1.3777 -1.7265 0.5 0.5 0.7 -0.309
N -0.3960 -0.9069 -2.2377 -0.3 1.1 0.3 -0.294
N 2.2086 -0.3468 -0.8034 1.1 -0.4 0.0 -0.402
N -0.4922 0.2276 -1.4148 -0.2 -0.5 -0.7 -0.372
C 3.1955 -1.6565 -2.3206 -0.4 0.7 0.9 0.094
C -1.1711 -0.7217 -3.3158 0.4 0.2 1.0 0.115
H 3.2671 -2.4371 -3.0573 0.0 0.0 -0.1 0.261
H -1.2573 -1.4861 -4.0798 0.1 0.2 0.1 0.271
C 4.1872 -0.8143 -1.8001 -1.0 0.4 0.6 -0.300
C -1.7892 0.5248 -3.2135 -0.2 0.6 0.6 -0.295
C 3.5371 -0.0057 -0.8515 -0.4 -1.5 -1.0 0.037
C -1.3698 1.0959 -2.0170 0.6 -1.0 -0.7 0.035
H 5.2242 -0.8054 -2.0666 0.2 0.1 -0.1 0.275
H -2.4763 0.9627 -3.9111 -0.1 0.0 -0.1 0.278
H 3.9541 0.7467 -0.2023 -0.1 0.1 0.0 0.241
H -1.6017 2.0503 -1.5633 0.0 -0.1 -0.1 0.252
H 1.5127 1.6031 0.9652 1.3 2.5 0.7 0.073
C -2.9669 1.3338 1.1224 -0.2 -0.1 -0.1 -0.610
C -1.6852 1.8402 1.7698 -0.2 0.3 -0.7 -0.228
C -1.9687 2.5598 3.0926 0.2 0.0 0.3 -0.593
C -0.7009 0.6997 1.9757 1.0 -1.2 1.0 -0.665
H -3.3928 0.5104 1.7045 0.0 0.1 0.0 0.227
H -2.7871 0.9613 0.1087 -0.1 0.0 0.2 0.192
H -3.7184 2.1275 1.0574 0.2 -0.1 0.0 0.245
H -1.2283 2.5730 1.0912 -0.2 0.2 0.0 0.189
H -2.3926 1.8724 3.8325 0.0 0.0 -0.2 0.230
H -1.0477 2.9752 3.5141 -0.1 0.0 0.0 0.215
H -2.6791 3.3794 2.9435 0.1 -0.2 -0.1 0.244
H 0.1017 0.9664 2.6801 -0.1 0.1 0.5 0.229
H -1.2040 -0.1981 2.3428 0.0 0.2 0.1 0.243

=====

Energy above the lowest of the compared OMol25 structures with the same formula, charge and spin / kcal/mol: 140.0; 9.0; 0.0; 0.0
Molar mass / g/mol: 812.79; 210.34; 313.12; 382.13